Density functional theory data (wB97M-V/def2-TZVPD) for a molecular structure, C23H35AsN6O3SSiTi.

Output
HOMO energy (eV): -14.628
E (Ha): -5224.08526
LUMO energy (eV): -6.751
Total charge: +2
Energy above the lowest of the compared OMol25 structures with the same formula, charge and spin (eV): 0.7178

Each line ends with the Mulliken charge.
CARTESIAN COORDINATES (ANGSTROEM)
Ti -1.07195 -0.20454 -0.24367  -0.96
N -0.24433 -3.25156 2.67140  -0.48
C -1.31337 -2.29135 2.91730  -0.77
C -1.44063 -1.43052 1.70250  1.27
O -1.14556 -0.18625 1.71256  -0.50
O -1.78490 -1.88686 0.55206  -0.49
H -0.60470 -4.11514 2.28733  0.20
H 0.22556 -3.47737 3.53787  0.25
H -1.05220 -1.63471 3.74421  0.38
H -2.29652 -2.72946 3.12156  0.32
C 1.75238 1.67156 1.35162  -1.13
As 0.34688 1.96076 0.06516  1.00
C -0.60183 3.46242 0.80017  -0.94
C 1.24659 2.68108 -1.47608  -1.24
H 2.26184 2.61981 1.51748  0.44
H 2.45989 0.92733 0.99240  0.25
H 1.31278 1.32463 2.28449  0.36
H 0.08460 4.30480 0.87580  0.48
H -0.97145 3.20053 1.78974  0.38
H -1.44368 3.70716 0.15885  0.09
H 2.05989 3.30911 -1.11571  0.52
H 0.53848 3.28576 -2.04050  0.34
H 1.63720 1.88497 -2.10491  0.30
C -5.55904 2.37081 -2.99235  -0.96
Si -4.34912 3.26584 -1.92124  -0.13
C -3.15548 4.27882 -2.92397  -0.88
C -5.15225 4.23359 -0.57284  -0.97
C -3.26067 1.95353 -1.12936  0.18
C -2.53791 1.09977 -0.62616  0.31
H -6.21452 3.09102 -3.48784  0.34
H -6.18891 1.69542 -2.41121  0.33
H -5.05361 1.79036 -3.76716  0.30
H -3.68958 4.98847 -3.55961  0.40
H -2.55580 3.63666 -3.57441  0.21
H -2.48233 4.85337 -2.28396  0.33
H -5.90964 4.89730 -0.99621  0.35
H -4.42798 4.84993 -0.03727  0.32
H -5.64678 3.58185 0.14883  0.35
O 0.70616 -0.99000 -0.51667  0.30
S 1.13186 -2.51262 -0.63311  0.25
C 0.51168 -3.09218 -2.16721  0.68
C 1.00329 -2.65041 -3.39420  -0.47
C 0.41650 -3.13513 -4.54735  -0.71
C -0.62858 -4.05799 -4.46915  -0.48
C -1.09546 -4.50174 -3.24169  -0.74
C -0.52593 -4.01129 -2.07206  -0.38
C 2.86856 -2.39969 -0.94023  0.35
C 3.49328 -1.18351 -1.15798  0.02
C 4.86323 -1.18398 -1.39056  -0.91
C 5.57100 -2.37706 -1.39918  -0.51
C 4.92200 -3.58528 -1.17103  -0.70
C 3.55807 -3.60599 -0.93207  -0.45
H 1.83403 -1.95738 -3.44346  0.48
H 0.78365 -2.81575 -5.51382  0.48
H -1.06772 -4.44314 -5.38014  0.44
H -1.89132 -5.23232 -3.18982  0.46
H -0.87971 -4.34129 -1.10309  0.45
H 2.92788 -0.26300 -1.14846  0.41
H 5.37690 -0.24775 -1.56273  0.45
H 6.63754 -2.36927 -1.57848  0.42
H 5.47908 -4.51200 -1.17003  0.43
H 3.04906 -4.54444 -0.74542  0.46
N -0.37718 0.86870 -5.23160  -0.75
N -1.02171 0.22210 -4.19644  1.24
N -2.08307 -0.52351 -4.41231  -1.01
C -2.29088 -1.03807 -3.20871  -0.71
N -1.37072 -0.61712 -2.34243  0.66
N -0.54838 0.19605 -2.99998  0.15
H -1.06639 1.02567 -5.95979  0.31
H 0.01519 1.73231 -4.87354  0.26
H -3.10477 -1.69980 -2.96742  0.55

---

Density functional theory data (wB97M-V/def2-TZVPD) for 6 unconnected molecules or ions with the total composition C23H35Cl4N5.

Output
HOMO energy (eV): -7.871
E (Ha): -3011.85154
LUMO energy (eV): 0.341
SMILES: ClC(Cl)(Cl)Cl.c1cc[nH]c1.c1cc[nH]c1.c1cc[nH]c1.c1cc[nH]c1.CCN(CC)CC
Energy above the lowest of the compared OMol25 structures with the same formula, charge and spin (eV): 0.1917

Each line ends with the natural charge from an NBO analysis.
CARTESIAN COORDINATES (ANGSTROEM)
C -1.33342 -6.47895 2.33921  -0.61
C -0.21196 -5.69486 1.66326  -0.22
N -0.23996 -5.75412 0.22974  -0.46
C 1.05769 -5.69453 -0.42126  -0.21
C 2.01646 -6.77414 0.01033  -0.62
C -1.21969 -4.86811 -0.35224  -0.21
C -0.84467 -3.38335 -0.45790  -0.65
H -1.23673 -6.45764 3.42917  0.21
H -1.37998 -7.51864 2.01189  0.21
H -2.32635 -6.06566 2.12085  0.20
H -0.20525 -4.64928 2.04422  0.16
H 0.75069 -6.04969 2.03659  0.20
H 0.94261 -5.75846 -1.50626  0.20
H 1.52429 -4.70150 -0.24241  0.16
H 2.45710 -6.61527 0.99571  0.20
H 1.50208 -7.73851 0.09472  0.21
H 2.81409 -6.86881 -0.72375  0.21
H -2.17550 -4.99182 0.15970  0.20
H -1.46834 -5.22494 -1.36640  0.19
H -0.29678 -3.05253 0.43418  0.20
H -1.75596 -2.77663 -0.45071  0.22
H -0.25571 -3.10630 -1.32856  0.21
C -0.53343 1.50649 0.79404  -0.23
Cl 1.14761 1.69621 0.30164  0.05
Cl -0.83731 2.37417 2.28966  0.07
Cl -1.54189 2.16219 -0.49898  0.06
Cl -0.89502 -0.22410 1.00404  0.05
N 2.62534 2.79574 -4.07026  -0.50
C 1.99734 2.59174 -2.86964  -0.07
C 1.54720 3.80045 -2.44992  -0.34
C 1.94074 4.78122 -3.41295  -0.33
C 2.59657 4.12301 -4.41284  -0.06
H 2.94968 2.07679 -4.68861  0.42
H 1.81756 1.59280 -2.52066  0.23
H 1.09846 3.99446 -1.49001  0.24
H 1.69357 5.82774 -3.41891  0.24
H 2.98488 4.47019 -5.35536  0.22
N 3.88277 5.89170 1.37967  -0.51
C 3.74768 6.87428 2.33337  -0.08
C 2.55722 6.67413 2.95790  -0.31
C 1.97875 5.49353 2.40637  -0.30
C 2.83533 5.01880 1.45393  -0.08
H 4.68008 5.74211 0.79147  0.41
H 4.42991 7.70425 2.38803  0.21
H 2.16451 7.30960 3.73241  0.22
H 1.05748 5.00931 2.68351  0.22
H 2.74216 4.15618 0.82106  0.21
N -0.50901 3.70048 -4.27384  -0.53
C -1.29711 2.61974 -4.00877  -0.09
C -2.33062 2.63250 -4.89879  -0.30
C -2.14168 3.74581 -5.74669  -0.31
C -0.99120 4.36794 -5.36466  -0.08
H 0.38822 3.85444 -3.84069  0.43
H -1.03746 1.94587 -3.21335  0.20
H -3.14581 1.93255 -4.95598  0.21
H -2.74022 4.02881 -6.59650  0.21
H -0.44430 5.22336 -5.71677  0.20
N -3.43379 -2.56370 5.50858  -0.51
C -3.21863 -2.73197 4.16877  -0.08
C -3.08546 -1.48899 3.62507  -0.30
C -3.17724 -0.52921 4.69217  -0.30
C -3.36014 -1.21968 5.85127  -0.08
H -3.52555 -3.34805 6.12392  0.41
H -3.20037 -3.70625 3.71087  0.21
H -2.85885 -1.29651 2.59303  0.22
H -3.10945 0.54158 4.60525  0.22
H -3.56323 -0.92798 6.86810  0.21

---

Density functional theory data (wB97M-V/def2-TZVPD) for a molecular structure, C23H35ClLaN2O4.

Output
HOMO energy (alpha / beta) (eV): -1.454 / -1.447
E (Ha): -1799.31625
LUMO energy (alpha / beta) (eV): 1.670 / 1.668
Total charge: -1
Energy above the lowest of the compared OMol25 structures with the same formula, charge and spin (eV): 1.0010

Each line ends with the Mulliken charge.
CARTESIAN COORDINATES (ANGSTROEM)
La 1.52493 1.78194 -1.75479  0.96
C 1.26702 -0.93980 5.35004  -1.61
C 0.75672 0.45737 4.95954  2.13
C 1.45573 1.50435 5.84105  -2.17
C -0.76863 0.44875 5.19552  -1.57
C 1.04839 0.71785 3.46397  0.57
C 1.78070 1.84197 3.01582  -0.77
C 2.06752 1.98271 1.66148  -0.64
N 1.56194 1.16830 0.73872  -0.33
C 0.79337 0.10809 1.12734  -0.32
C 0.57024 -0.16719 2.47950  0.42
C 0.16430 -0.71910 0.08803  -0.49
C -0.79612 -1.69789 0.45462  0.25
C -1.35014 -2.54394 -0.52331  0.53
C -1.00777 -2.26468 -1.87304  -0.46
C -0.10462 -1.26713 -2.15628  -0.76
N 0.47799 -0.50316 -1.21977  -0.63
C -2.20089 -3.74507 -0.11069  2.15
C -1.38226 -4.71048 0.77721  -1.53
C -2.66183 -4.51892 -1.36057  -2.24
C -3.43482 -3.25644 0.67728  -1.70
H 1.18865 -1.07638 6.43135  0.48
H 2.32065 -1.07174 5.08719  0.35
H 0.68510 -1.75283 4.88544  0.30
H 1.21155 1.27977 6.89331  0.44
H 1.11291 2.52232 5.60719  0.38
H 2.52606 1.47475 5.67696  0.43
H -0.91381 0.25291 6.25287  0.46
H -1.28620 -0.31115 4.59948  0.28
H -1.20105 1.40203 4.95979  0.38
H 2.18654 2.61719 3.70911  0.31
H 2.66828 2.79971 1.26305  0.42
H 0.01636 -1.06941 2.76271  0.17
H -1.15663 -1.78685 1.48002  0.32
H -1.44272 -2.81372 -2.71438  0.42
H 0.21914 -1.09695 -3.17779  0.48
H -0.43055 -5.00304 0.29785  0.37
H -1.94744 -5.63617 0.94226  0.42
H -1.11033 -4.26374 1.74266  0.30
H -1.80502 -4.92989 -1.88644  0.44
H -3.22140 -3.89200 -2.03484  0.42
H -3.26457 -5.36432 -1.07127  0.47
H -3.17839 -2.93007 1.69538  0.32
H -4.15816 -4.05195 0.78238  0.48
H -3.88708 -2.42673 0.12688  0.37
C 0.21084 1.65508 -6.68427  -1.81
C 0.34977 2.13009 -5.25315  1.97
C 0.11465 3.65687 -5.10687  -1.49
C 1.61568 1.78949 -4.66177  -2.12
H -0.79935 1.77760 -7.08656  0.41
H 0.46952 0.60687 -6.76448  0.40
H 0.90116 2.20174 -7.32609  0.35
H -0.42730 1.59927 -4.71257  -0.14
H 1.02670 4.16121 -5.48524  0.35
H -0.02806 3.95887 -4.04472  0.17
H -0.74453 3.96376 -5.69060  0.41
H 2.25723 2.58319 -4.30273  0.41
H 2.00995 0.76130 -4.71271  0.42
C 3.89056 2.13077 -1.49112  -0.93
H 4.19391 1.34344 -0.80706  0.18
H 4.74952 2.82432 -1.59304  0.22
O -1.02883 2.17599 -2.01019  -0.62
Cl -1.03995 3.27648 -1.06980  1.70
O -1.89564 4.34524 -1.44389  -0.63
O -1.12524 2.72458 0.25837  -0.58
O 0.40574 3.78461 -1.15437  -0.67